{
  "formula": "C48H123N5O16",
  "method": "ωB97M-V/def2-TZVPD",
  "symbols": ["O", "O", "O", "O", "O", "O", "O", "O", "O", "O", "O", "O", "O", "O", "O", "O", "N", "N", "N", "N", "N", "C", "C", "C", "C", "C", "C", "C", "C", "C", "C", "C", "C", "C", "C", "C", "C", "C", "C", "C", "C", "C", "C", "C", "C", "C", "C", "C", "C", "C", "C", "C", "C", "C", "C", "C", "C", "C", "C", "C", "C", "C", "C", "C", "C", "C", "C", "C", "C", "H", "H", "H", "H", "H", "H", "H", "H", "H", "H", "H", "H", "H", "H", "H", "H", "H", "H", "H", "H", "H", "H", "H", "H", "H", "H", "H", "H", "H", "H", "H", "H", "H", "H", "H", "H", "H", "H", "H", "H", "H", "H", "H", "H", "H", "H", "H", "H", "H", "H", "H", "H", "H", "H", "H", "H", "H", "H", "H", "H", "H", "H", "H", "H", "H", "H", "H", "H", "H", "H", "H", "H", "H", "H", "H", "H", "H", "H", "H", "H", "H", "H", "H", "H", "H", "H", "H", "H", "H", "H", "H", "H", "H", "H", "H", "H", "H", "H", "H", "H", "H", "H", "H", "H", "H", "H", "H", "H", "H", "H", "H", "H", "H", "H", "H", "H", "H", "H", "H", "H", "H", "H", "H"],
  "xyz": [[-5.7151, -2.1804, 2.6955], [3.8133, 5.3502, -1.4537], [0.3158, 3.3819, -4.5757], [1.2573, -3.3932, -4.3256], [-4.0959, -3.9463, -1.6262], [-2.2722, 0.7883, 0.4873], [-1.3855, 4.5671, 1.6222], [5.9124, -2.6387, 4.9992], [3.9658, 0.1419, -1.4578], [7.7306, -3.5070, -0.4747], [-4.4068, 6.5225, 3.8828], [-5.9558, 3.2300, 1.0707], [-1.8467, 1.2507, -4.4022], [0.9300, -2.8176, 2.2885], [-0.7757, -6.5813, -6.3012], [0.4825, 0.3957, 5.5967], [-3.5176, -2.8983, 1.0610], [1.8356, -5.8387, -5.8807], [0.4357, -0.4533, 0.7233], [4.1549, 2.7576, -0.0867], [-4.1218, 5.3819, 1.0965], [1.9670, 2.1387, -5.9035], [-1.3966, -6.2983, -5.0517], [1.5560, 2.7258, -4.5454], [0.3390, 0.1957, 4.1704], [-2.8504, -2.4675, -0.1750], [-4.0301, 6.0931, 6.1873], [0.1922, -7.6055, -6.1681], [0.4132, -3.9744, 1.6963], [1.9276, -2.1486, 1.5004], [2.0222, -4.4660, -3.8029], [3.5694, -2.5592, 4.6274], [-3.7172, 5.6461, 4.7670], [-4.0132, 0.1774, -4.1955], [-2.8025, -3.5897, -1.1904], [3.2666, 3.8609, 0.2472], [-4.0647, -5.0281, -2.4958], [-2.5119, -0.0111, -4.2200], [2.7229, -5.1510, -4.9557], [1.6730, 1.7086, -3.4188], [0.7882, -2.5074, -3.3366], [-1.7787, 5.9295, 1.4850], [-6.8297, 2.4523, 1.8421], [3.9059, 5.2062, -0.0383], [-3.4073, -1.9567, 2.1419], [3.6799, 1.4888, 0.4734], [4.8025, -1.7284, 4.9172], [-2.0674, -0.9212, -5.3821], [-1.1007, 0.5411, 3.8304], [5.1106, -0.6136, 3.9269], [4.4629, -0.9838, -2.1448], [4.4293, 0.3214, -0.1421], [1.3301, -1.5307, 0.2531], [-5.2203, 5.2711, 0.1360], [-6.6881, -2.1715, 3.7104], [-1.0911, 1.3508, -0.0487], [-4.4164, -2.2727, 3.2305], [-0.2321, 4.4226, 2.4612], [-4.1455, 4.1993, 4.5545], [7.7569, -1.8943, 1.3289], [1.3678, 1.0652, 3.4760], [-3.0306, 1.7444, 1.2022], [-6.3746, 4.5611, 0.8174], [4.5297, 6.4951, -1.8830], [-0.1455, 0.2360, -0.4384], [-2.9292, 5.9605, 0.4842], [7.2219, -3.2231, 0.8236], [1.4172, -7.1371, -5.3564], [5.7061, -3.2275, 0.6987], [-6.7081, 5.0739, 1.7231], [8.4793, -4.1063, -0.4320], [-0.5988, 2.0224, 0.6679], [-3.5744, -0.8936, 1.9009], [8.8120, -1.7875, 1.0611], [1.2086, 2.0908, -2.5077], [2.3236, 0.5704, 3.2990], [-0.7536, -0.4353, -1.0625], [0.0621, -1.8578, -3.8233], [-3.5681, 3.4353, 5.0874], [-4.2986, 1.0908, -3.6699], [-0.2995, -0.9625, 1.2116], [-2.3018, -4.4546, -0.7358], [1.1169, 0.7937, -3.6640], [4.0213, 7.4228, -1.6025], [1.1098, -7.1020, -4.3001], [-4.8937, 4.6884, -0.7332], [-0.9072, 6.4977, 1.1299], [2.6264, 1.2942, 0.2266], [-0.9958, -0.8080, -5.5118], [4.6783, -1.2530, 5.9005], [-0.3553, 2.6855, -4.6253], [5.5285, 6.5643, -1.4460], [-2.4832, 1.8415, -4.8249], [-3.4614, -4.8873, -3.4040], [1.4051, -5.1393, -3.1966], [-7.8819, 2.6771, 1.6423], [2.3503, 3.7819, -0.3574], [-4.0560, 3.8752, 3.5148], [5.2481, -3.0243, 1.6705], [-3.0759, 2.6384, 0.5744], [-7.6935, -2.1502, 3.2898], [-2.6442, 5.4022, -0.4163], [0.6216, 4.6007, 1.8007], [2.9128, 3.7920, 1.2815], [-5.0867, 5.8863, 6.4063], [-2.4430, -1.9400, -5.2483], [1.3339, 1.2828, -6.1540], [-2.6022, 2.0225, 2.1699], [-0.1147, -0.2376, 6.0078], [4.1255, 2.6463, -1.0964], [-2.1492, -0.3883, -3.2584], [1.8616, 2.9010, -6.6752], [-4.2529, -1.5448, 4.0346], [-5.5749, 6.2446, -0.2030], [-2.4253, -1.8929, 2.6254], [-0.1611, 5.1119, 3.3095], [-1.3682, 1.9925, -0.8951], [5.3616, -4.2116, 0.3774], [-2.0499, 6.3235, 2.4691], [6.0525, -0.1184, 4.1733], [-1.8668, -2.0519, 0.0464], [-2.5945, -0.6307, -6.2962], [1.0565, 1.4427, 2.5044], [4.5908, 6.4483, -2.9666], [0.7037, 0.6620, -0.9716], [2.7019, 1.4222, -3.2068], [-0.2586, -8.5166, -5.7613], [5.5346, -1.1173, -1.9600], [-6.6449, -3.1002, 4.2947], [-1.7490, -7.1930, -4.5398], [-4.0902, 7.1817, 6.2549], [-2.2034, -5.5840, -5.2029], [-5.1770, 4.0055, 4.8586], [0.5213, -0.8563, 3.9308], [-4.3134, 0.2696, -5.2445], [1.1421, -4.7912, 1.5876], [-6.5695, -1.3170, 4.3851], [-4.3234, 6.1703, 2.9714], [-3.7602, -5.9803, -2.0412], [0.7575, -2.2655, -0.3239], [3.9503, -1.8858, -1.7882], [0.0423, -3.8480, 0.6733], [1.6019, 1.9356, 4.0973], [-4.1592, -3.2678, 3.6172], [4.3341, -0.9097, -3.2229], [-2.6350, 5.7452, 4.6226], [2.3759, 3.4284, -4.3483], [3.2199, -3.1238, 5.4877], [0.2484, -3.0211, -2.5322], [0.9497, -5.3405, -5.9410], [3.0178, 1.8498, -5.8591], [3.8701, 1.5375, 1.5456], [6.7091, -2.0987, 5.0521], [-4.5681, -0.6443, -3.7457], [-5.0722, -5.1940, -2.8870], [3.7738, -3.2076, 3.7752], [-1.7786, -0.0992, 4.4031], [-1.3419, 0.3996, 2.7731], [3.2990, -4.3816, -5.4803], [-3.4340, -1.6304, -0.5842], [4.9528, 5.1743, 0.2864], [2.7777, -1.8474, 4.3755], [-3.9261, 4.4933, 1.5355], [2.3825, -1.4658, 2.2114], [5.1836, -0.9761, 2.8967], [4.2314, -0.5603, 0.4831], [-4.4879, -3.0345, 0.8038], [2.1944, -7.9012, -5.4298], [4.3363, 0.1567, 3.9269], [-4.0270, 1.3597, 1.4082], [-0.3879, -4.3812, 2.3091], [7.2635, -1.0368, 0.8617], [-3.1423, 6.9922, 0.1991], [3.4525, 6.0482, 0.4964], [-6.6700, 1.3963, 1.6086], [-1.3573, 1.5744, 4.0750], [3.4940, -5.8232, -4.5699], [1.6090, -1.9047, -2.9368], [2.0941, -1.1303, -0.4165], [0.5162, -7.8280, -7.1858], [2.6745, -2.9087, 1.2325], [-6.6140, 2.5408, 2.9143], [5.3576, -2.4939, -0.0244], [-0.6741, -5.7333, -4.4531], [5.5103, 0.4918, -0.0682], [7.7178, -1.7571, 2.4107], [-2.1791, -3.2793, -2.0407], [-7.2200, 4.5104, 0.1186], [2.7875, -4.0511, -3.1308], [-0.3379, 3.4275, 2.8911], [-3.4085, 5.5799, 6.9148], [7.5196, -3.9663, 1.5717]],
  "forces_ev_per_angstrom": [[-0.12, 0.08, 0.12], [0.67, 0.68, 0.49], [-0.14, -0.02, -0.03], [-0.22, -0.35, -0.04], [0.23, 0.41, 0.26], [0.09, -0.40, 0.62], [-0.14, 0.39, 0.85], [-0.01, 0.19, -0.13], [-0.09, 0.46, -0.59], [0.06, -0.14, -0.20], [0.12, -0.31, -0.11], [0.39, 0.09, 0.01], [-0.35, 0.34, 0.01], [-0.15, 0.32, -0.11], [-0.65, -0.29, 0.41], [0.35, -0.28, -0.32], [0.74, -0.24, -0.53], [-0.21, -0.69, 0.51], [-0.21, -0.38, -0.91], [-0.07, -0.34, -0.06], [-0.20, 1.11, -0.22], [-0.47, 0.08, 0.32], [0.62, 0.92, -0.36], [1.69, -0.31, -0.14], [-0.34, 0.27, 0.29], [-1.09, 0.25, 0.21], [-1.33, 0.24, -0.36], [0.67, 0.12, -0.45], [0.02, -0.97, -0.42], [-0.05, -1.56, -0.04], [0.52, 0.57, 0.26], [-0.02, 0.89, -0.35], [-0.29, -0.01, 0.35], [-0.12, 0.21, -0.35], [0.76, 0.10, 0.26], [-0.63, 0.12, 0.08], [-0.71, -0.90, -0.98], [0.48, -0.29, -0.36], [0.26, 0.35, -0.06], [-0.71, -0.47, -0.08], [-0.27, 0.02, -0.32], [0.41, -0.38, -0.53], [-0.09, -0.46, 0.34], [-0.03, -0.68, -0.30], [-0.65, 1.04, 0.71], [0.45, 0.20, -0.75], [0.42, -0.04, 0.62], [-1.06, 0.19, 0.40], [-0.28, -0.08, -0.44], [-0.33, -0.05, -0.42], [0.45, -0.42, 0.60], [0.06, -0.16, 0.92], [-0.25, 0.82, 0.86], [0.00, -0.64, 0.98], [-0.32, -0.51, 0.29], [0.24, 0.41, 0.21], [1.03, 0.00, -0.20], [-0.67, -0.07, -0.60], [0.03, -0.90, -0.23], [0.57, 0.71, -0.25], [0.44, 0.65, 0.08], [-0.05, 0.33, -0.37], [-0.30, -0.46, -0.78], [-0.30, 0.06, -0.15], [-0.37, 0.18, 0.53], [0.20, -0.19, 0.79], [-0.35, 0.29, 0.39], [-0.81, -0.37, -0.15], [-0.01, -0.35, 0.42], [0.21, 0.04, 0.14], [0.05, 0.07, 0.14], [-0.06, -0.13, 0.20], [-0.21, -0.14, -0.63], [0.00, -0.18, -0.01], [0.19, 0.22, 0.01], [-0.10, -0.24, 0.12], [0.41, -0.15, -0.36], [0.11, 0.15, 0.02], [0.29, 0.45, 0.28], [0.08, -0.05, 0.10], [-0.11, 0.40, 0.19], [-0.08, -0.10, 0.04], [0.04, 0.00, -0.04], [-0.22, 0.00, 0.02], [0.19, 0.07, 0.10], [-0.20, -0.01, -0.18], [-0.19, 0.14, -0.15], [-0.20, 0.16, 0.50], [0.05, -0.47, -0.12], [-0.04, -0.04, -0.02], [0.00, 0.03, 0.10], [0.15, -0.31, -0.05], [0.14, -0.01, 0.02], [0.31, 0.35, 0.29], [-0.17, -0.08, -0.10], [0.02, 0.11, 0.04], [-0.10, 0.24, 0.04], [-0.04, 0.26, -0.14], [0.00, 0.10, -0.03], [-0.38, 0.17, 0.21], [0.18, 0.19, -0.33], [0.19, 0.07, -0.06], [0.37, -0.46, 0.40], [0.43, -0.07, 0.10], [0.13, -0.59, -0.03], [0.62, -0.17, 0.31], [0.14, -0.06, -0.12], [0.31, -0.01, -0.13], [0.06, 0.05, 0.16], [0.20, 0.17, -0.01], [0.02, -0.07, -0.08], [-0.05, -0.02, -0.03], [-0.24, 0.01, 0.11], [0.26, 0.17, 0.09], [0.22, -0.69, -0.28], [-0.41, 0.26, -0.16], [0.16, -0.16, -0.24], [0.01, 0.00, -0.05], [-0.24, 0.14, -0.08], [0.02, -0.04, 0.06], [0.17, -0.33, -0.02], [0.30, 0.44, -0.03], [-0.26, -0.23, -0.02], [0.09, 0.03, -0.05], [-0.19, -0.09, -0.39], [0.04, 0.08, -0.03], [0.04, 0.03, 0.22], [0.02, 0.01, 0.01], [0.15, 0.10, 0.13], [0.00, -0.08, 0.04], [1.02, 0.02, 0.12], [-0.23, -0.29, -0.34], [-0.10, 0.40, -0.07], [-0.02, -0.03, -0.03], [-0.36, 0.08, 0.13], [0.38, 0.22, 0.28], [0.07, 0.01, -0.01], [-0.13, 0.16, 0.12], [0.19, 0.22, 0.27], [0.20, -0.18, -0.05], [0.03, -0.09, -0.08], [-0.27, 0.36, 0.12], [-0.17, -0.04, 0.11], [-0.55, -0.13, 0.10], [-0.31, 0.38, 0.06], [0.10, -0.10, -0.17], [-0.67, 0.68, 0.16], [0.25, -0.17, 0.00], [0.20, -0.13, 0.11], [0.37, 0.47, -0.37], [-0.06, -0.23, -0.07], [-0.31, -0.28, 0.11], [0.02, -0.16, 0.08], [0.17, -0.15, -0.03], [-0.07, 0.13, 0.27], [-0.19, -0.10, 0.03], [-0.01, -0.01, 0.01], [0.19, -0.12, 0.05], [-0.23, 0.05, -0.12], [0.25, 0.10, -0.31], [0.08, -0.04, -0.15], [-0.16, -0.25, -0.09], [0.09, -0.27, -0.37], [0.02, 0.47, -0.40], [0.07, -0.15, 0.07], [-0.13, -0.17, -0.15], [-0.11, -0.02, 0.38], [0.13, 0.14, -0.11], [-0.01, -0.05, 0.18], [-0.03, -0.13, -0.32], [-0.12, 0.31, 0.09], [-0.15, -0.11, -0.01], [-0.03, 0.02, 0.00], [-0.38, -0.03, -0.15], [0.07, 0.10, -0.22], [0.24, 0.04, 0.15], [-0.24, -0.26, 0.02], [-0.03, 0.00, 0.20], [0.07, 0.11, 0.14], [-0.02, 0.04, -0.01], [0.17, 0.10, -0.09], [-0.18, 0.32, -0.01], [0.14, 0.08, -0.01], [-0.06, -0.29, 0.51], [0.07, 0.06, -0.41], [-0.33, -0.24, 0.01], [-0.10, 0.04, -0.16], [-0.12, 0.16, 0.07], [0.03, -0.06, 0.08], [0.65, -0.12, -0.25], [0.13, 0.33, 0.16], [0.01, -0.31, -0.33]],
  "mulliken_charge": [-0.262, -0.184, -0.569, -0.469, -0.393, 0.348, 0.206, -0.603, -0.130, -0.540, -0.661, -0.105, -0.405, -0.275, -0.422, -0.703, -0.346, -0.342, 1.568, -0.373, -0.067, -1.412, -0.365, 0.155, 1.107, 0.678, -1.594, -0.711, -0.742, 0.599, 0.096, -0.636, 1.034, -1.613, -0.609, -0.190, -0.569, 1.913, -1.263, -0.126, 0.910, -0.662, -0.842, -0.966, 1.138, -0.521, 0.397, -1.500, -0.424, -0.849, -0.855, -0.253, 2.432, -0.694, -0.804, -0.609, -1.054, -0.674, -0.612, -0.794, 0.131, -0.844, -0.750, -0.841, 0.668, -0.806, 0.220, -0.408, -0.342, 0.378, 0.344, -0.595, -0.851, 0.380, -0.137, -1.045, -0.101, -0.539, 0.379, 0.435, -0.644, 0.409, -0.016, 0.328, 0.235, 0.338, 0.433, -0.082, 0.309, 0.324, 0.418, 0.322, 0.194, 0.026, 0.210, 0.471, 0.121, -0.198, -0.172, 0.390, 0.253, 0.362, 0.214, 0.436, 0.366, 0.334, 0.227, 0.071, 0.427, 0.398, -0.858, 0.376, 0.447, 0.436, -0.148, 0.531, 0.801, 0.464, 0.256, 0.543, -0.652, 0.452, -0.440, 0.216, -0.869, 0.345, 0.402, 0.386, 0.327, 0.333, 0.410, 0.207, 0.333, -0.004, 0.416, 0.312, 0.289, 0.318, 0.337, -1.057, 0.168, 0.131, 0.797, 0.420, 0.291, -0.170, 0.374, 0.448, 0.039, 0.284, 0.389, 0.545, 0.334, 0.361, 0.373, 0.193, 0.474, -0.573, 0.389, 0.316, 0.381, -0.194, -0.115, -1.090, -0.001, -0.189, 0.410, 0.472, 0.146, 0.109, 0.338, -0.014, 0.447, 0.421, 0.187, 0.158, 0.420, -0.235, -1.333, 0.326, 0.451, 0.206, -0.073, 0.035, 0.556, 0.206, 0.210, 0.489, 0.256, -0.128, 0.365, 0.320],
  "lumo_energy_ev": 0.51,
  "e_tot_ev": -91974.7068,
  "homo_lumo_gap_ev": 9.2617,
  "e_above_lowest_kcal_mol": 36.46,
  "smiles": "COCCNCCOC.COCCNCCOC.COCCNCCOC.COCCNCCOC.COCCNCCOC.CC(C)O.CC(C)O.CC(C)O.CC(C)O.CC(C)O.CC(C)O"
}